Density functional theory data (ωB97M-V with the def2-TZVPD basis set) for a cluster of 4 separate species, C3H13NO3 in total.

Its total charge is 0. Its SMILES is C/C=C/N.O.O.O. Its energy is -402.57083 hartree. The calculation puts the HOMO energy at -0.3035 Ha. The energy above the lowest of the compared OMol25 structures with the same formula, charge and spin comes out at 0.261 eV. The HOMO-LUMO gap comes out at 9.10 eV.

```
20
Properties=species:S:1:pos:R:3:forces:R:3
C 2.3577 1.7596 0.3434 -0.15 1.06 -0.06
C 1.4777 0.5624 0.2416 0.51 -0.28 -0.62
C 1.5020 -0.2521 -0.8186 -0.10 -0.34 1.13
N 0.6497 -1.3773 -0.9759 0.47 -0.01 -0.28
H 1.7923 2.6985 0.4490 -0.21 -0.28 0.16
H 3.0140 1.7457 1.2154 0.14 -0.21 -0.10
H 2.9313 1.9541 -0.5653 0.24 -0.42 0.06
H 0.8861 0.2986 1.1054 -0.35 0.06 -0.01
H 2.2499 -0.1494 -1.5936 -0.17 0.30 -0.26
H 1.1516 -2.1296 -1.4335 -0.27 0.04 -0.07
H 0.2511 -1.7223 -0.1053 -0.01 0.24 0.11
O -0.7555 -1.5303 1.7356 -0.08 0.59 -0.30
H -1.3843 -0.7942 1.5811 0.32 0.04 0.15
H -1.3308 -2.2224 2.0401 -0.24 -0.64 0.27
O -1.6712 0.2571 -1.6978 0.77 1.12 -0.81
H -0.8374 -0.2288 -1.5796 0.01 -0.82 0.28
H -1.3175 0.9861 -2.2604 -0.85 -0.47 0.60
O -2.4554 0.5866 1.0394 -0.06 0.37 -0.39
H -2.7713 1.5018 1.1490 0.31 -0.70 -0.12
H -2.1900 0.4889 0.0947 -0.28 0.34 0.27
```
Positions in Å, forces in eV/Å.